Density functional theory data (wB97M-V/def2-TZVPD) for a molecular structure, C6H16FO2Rb2 at a distorted geometry.

E_LUMO	-4.19	eV
total energy	-536.523928	Eh
net charge	+1

The geometry in XYZ format:
```
27
Properties=species:S:1:pos:R:3:forces:R:3
Rb -7.594920 -21.847220 -3.547230 0.02 0.49 0.64
Rb -4.634460 -23.747250 -1.236610 -0.07 0.62 0.45
F -6.060490 -21.309770 -1.131930 -0.27 -1.00 -0.69
O -8.939320 -21.227250 0.356300 -0.11 -0.06 0.04
O -5.122040 -20.262980 1.204810 0.84 0.23 1.96
C -4.958780 -21.157160 2.358530 -1.28 0.62 -0.79
C -11.084830 -20.190310 0.532430 -0.73 1.05 -0.22
C -9.570430 -20.003520 0.734760 -1.89 -1.87 0.60
C -4.201320 -20.404820 3.468140 -1.11 -0.41 -1.22
C -6.365790 -21.820550 2.657150 1.21 0.10 0.22
C -9.011630 -18.899330 0.013600 0.57 2.28 -1.40
H -3.249250 -20.118230 3.021470 0.04 0.14 0.33
H -8.058110 -20.959240 0.085670 0.57 -0.37 -0.07
H -6.330230 -22.647220 3.366690 0.57 -0.45 -0.25
H -6.689200 -22.165110 1.674920 -0.42 -0.20 0.20
H -4.061960 -21.118680 4.279980 0.07 0.37 0.24
H -11.625830 -20.872360 1.188340 0.52 -0.30 -0.08
H -9.329310 -19.690060 1.750490 -0.28 -0.98 0.70
H -4.249950 -21.935230 2.075200 -0.14 -0.60 -0.27
H -9.368880 -18.015940 0.542870 0.32 0.42 -0.32
H -9.306120 -18.806130 -1.031710 -0.08 -0.15 -0.19
H -7.924290 -18.952640 0.067790 0.14 0.33 0.03
H -11.667060 -19.270550 0.588540 0.45 0.68 1.02
H -4.784530 -19.521970 3.729980 0.23 -0.03 0.38
H -7.159620 -21.246900 3.135540 0.27 0.89 -0.51
H -5.581660 -20.644560 0.453320 -0.21 -0.69 -0.44
H -11.402350 -20.324370 -0.501640 0.75 -1.11 -0.38
```
Positions in Å, forces in eV/Å.

Formally, the Löwdin partial charges of the atoms, in units of the elementary charge, are as follows:
1. Rb 0.93
2. Rb 0.93
3. F -0.78
4. O -0.06
5. O -0.09
6. C -0.43
7. C -0.04
8. C -0.51
9. C -0.04
10. C -0.03
11. C -0.08
12. H 0.08
13. H 0.02
14. H 0.07
15. H 0.05
16. H 0.08
17. H 0.08
18. H 0.14
19. H 0.11
20. H 0.10
21. H 0.09
22. H 0.09
23. H 0.08
24. H 0.08
25. H 0.08
26. H -0.01
27. H 0.07


Density functional theory data (wB97M-V/def2-TZVPD) for a molecular structure, C6H16IrN3 at a distorted geometry.

E_LUMO (spin up / spin down)	-2.98 / -6.93	eV
total energy	-506.243909	Eh
net charge	+1
spin multiplicity	6

The geometry in XYZ format:
```
26
Properties=species:S:1:pos:R:3:forces:R:3
Ir 1.244301 -1.425209 -0.394060 2.21 0.78 0.76
N -0.277368 -0.485531 0.286715 0.81 0.24 1.92
N -0.524802 -0.614762 1.610444 3.25 -1.74 0.47
N 1.202642 -2.709115 -1.897167 -0.91 -2.12 -3.44
C -2.323932 0.248562 0.721670 0.50 0.12 -1.98
C -1.701477 -0.091022 1.944419 -2.13 1.25 1.66
C -1.426522 -0.024802 -0.311826 -3.63 0.94 0.54
C -2.008726 -0.061761 3.382768 -0.59 0.33 0.08
C -1.518321 0.190816 -1.768579 -0.51 0.30 -0.49
C 3.016649 3.044271 -0.778595 -0.16 -1.04 0.65
H -3.301041 0.672459 0.603952 -0.19 0.14 0.00
H -1.999294 -0.633717 -2.316484 0.02 0.09 0.19
H 1.916934 -2.314769 -2.512082 -0.18 -0.50 -0.39
H -2.135133 1.088119 -1.910961 0.13 -0.28 -0.29
H -2.659610 -0.924713 3.618408 0.12 0.35 0.26
H 4.089295 3.140083 -0.578812 -0.28 0.08 -0.24
H 0.185998 -0.935909 2.246804 0.14 0.25 -0.19
H 2.809853 -1.791251 -0.666868 1.04 0.20 1.02
H -2.535911 0.877701 3.601502 -0.06 -0.42 0.25
H 0.293284 -2.652616 -2.361376 0.13 0.02 -0.39
H 2.454718 3.714437 -0.115554 0.12 -0.04 -0.49
H 1.365550 -3.706141 -1.790761 0.36 -0.04 0.22
H -0.563403 0.371290 -2.275769 0.06 0.11 0.35
H 2.721525 2.006055 -0.526224 0.21 0.40 0.14
H -1.097453 -0.113383 4.019766 -0.56 0.01 -0.56
H 2.772244 3.130909 -1.831330 0.09 0.57 -0.06
```
Positions in Å, forces in eV/Å.

Formally, the Löwdin partial charges of the atoms, in units of the elementary charge, are as follows:
1. Ir 1.14
2. N -0.23
3. N -0.02
4. N -0.17
5. C 0.08
6. C -0.29
7. C -0.34
8. C 0.00
9. C -0.06
10. C -0.05
11. H 0.13
12. H 0.08
13. H 0.05
14. H 0.10
15. H 0.11
16. H 0.02
17. H 0.14
18. H -0.13
19. H 0.10
20. H 0.08
21. H 0.02
22. H 0.08
23. H 0.07
24. H -0.01
25. H 0.10
26. H 0.01


Density functional theory data (wB97M-V/def2-TZVPD) for 2 unconnected molecules or ions with the total composition C6H16N at a distorted geometry.

E_LUMO	-6.89	eV
total energy	-292.616433	Eh
net charge	+1

The geometry in XYZ format:
```
23
Properties=species:S:1:pos:R:3:forces:R:3
N -2.582912 -0.411221 1.463932 -0.09 0.27 -0.17
C -1.516321 0.035183 -1.893785 -0.82 -1.13 0.59
C 1.522548 0.926614 -0.990079 -0.39 1.03 -0.37
C 0.503763 -0.065661 -0.369448 0.30 -1.26 1.50
C -0.808487 0.427915 -0.685945 1.72 1.79 -2.73
C 0.747199 -0.256164 1.161235 -1.10 0.19 0.51
C 2.147793 -0.722541 1.475086 0.62 0.37 0.07
H -1.870662 -0.137209 0.781828 0.02 -0.22 0.25
H -3.158415 0.417735 1.595895 -0.03 -0.08 0.10
H -0.954966 1.484416 -0.454689 -0.53 -0.17 1.03
H -3.172696 -1.115805 1.029951 0.04 -0.01 -0.03
H 1.168479 1.294259 -1.958729 0.29 -0.17 0.00
H 0.706080 -1.038661 -0.810763 -0.34 -0.14 -0.27
H -0.928902 0.436000 -2.735099 0.09 0.34 0.16
H 2.859882 0.092697 1.605715 -0.16 0.20 -0.02
H 0.425303 0.635661 1.718170 0.54 0.19 -0.24
H 2.451528 0.387941 -1.125896 0.08 -0.22 -0.06
H 1.734626 1.809781 -0.384748 -0.25 -0.17 0.23
H 2.560158 -1.315057 0.670136 -0.01 -0.43 -0.23
H -2.525204 0.428631 -1.929641 -0.08 0.15 -0.24
H 2.209999 -1.312385 2.383277 -0.25 -0.08 0.09
H -0.012860 -0.961059 1.516699 0.37 -0.33 -0.21
H -1.505944 -1.041078 -2.063109 -0.04 -0.10 0.03
```
Positions in Å, forces in eV/Å.

Formally, the Löwdin partial charges of the atoms, in units of the elementary charge, are as follows:
1. N 0.09
2. C -0.01
3. C 0.01
4. C -0.36
5. C 0.02
6. C -0.21
7. C -0.08
8. H -0.04
9. H 0.05
10. H 0.16
11. H 0.05
12. H 0.09
13. H 0.15
14. H 0.14
15. H 0.09
16. H 0.13
17. H 0.10
18. H 0.11
19. H 0.08
20. H 0.11
21. H 0.09
22. H 0.10
23. H 0.12


Density functional theory data (wB97M-V/def2-TZVPD) for a gas-phase ion, C6H16N (charge +1) at a distorted geometry.

E_LUMO	-3.42	eV
total energy	-292.718450	Eh
SMILES string	CC(C)C[C@@H](C)[NH3+]
net charge	+1

The geometry in XYZ format:
```
23
Properties=species:S:1:pos:R:3:forces:R:3
N 1.424564 0.481769 0.853740 0.17 -0.16 0.07
C -1.578731 -1.312680 0.676259 0.19 -0.13 -0.22
C -1.512730 0.010730 -0.059848 1.23 0.49 -0.52
C 1.095940 -0.365503 -0.345707 -0.80 -0.69 -1.32
C 2.224157 -0.296476 -1.361548 0.32 0.58 0.43
C -1.679914 1.237056 0.835696 0.07 -0.14 -0.38
C -0.226873 0.110234 -0.946989 -0.05 0.01 0.35
H 2.717251 0.677634 -1.343819 -0.10 0.18 -0.10
H 2.435411 0.514454 0.996660 -0.02 -0.01 0.17
H 1.835152 -0.429889 -2.360158 -0.01 -0.21 -0.20
H 1.090110 1.434084 0.685785 0.05 0.01 0.09
H -0.995334 1.201898 1.686193 -0.13 0.05 0.19
H -0.798033 -1.511204 1.409809 0.11 0.59 0.47
H -1.468732 2.137792 0.259558 -0.05 0.14 0.06
H 0.961482 -1.407835 -0.054979 0.21 0.19 0.58
H 0.972981 0.130664 1.699136 -0.02 0.06 0.04
H -2.692587 1.325908 1.214391 -0.07 -0.05 0.19
H 2.997267 -1.021946 -1.151858 0.15 -0.32 -0.06
H -1.381287 -2.113842 -0.022985 -0.56 -0.42 -0.35
H -2.256232 0.012765 -0.849937 -0.66 0.08 0.31
H -0.041280 1.119284 -1.324442 -0.31 0.29 0.10
H -2.538847 -1.422896 1.168868 -0.07 -0.26 -0.01
H -0.436006 -0.461494 -1.852144 0.35 -0.28 0.10
```
Positions in Å, forces in eV/Å.

Formally, the Löwdin partial charges of the atoms, in units of the elementary charge, are as follows:
1. N 0.24
2. C -0.07
3. C -0.40
4. C -0.35
5. C -0.03
6. C -0.06
7. C -0.14
8. H 0.09
9. H 0.17
10. H 0.09
11. H 0.17
12. H 0.07
13. H 0.07
14. H 0.08
15. H 0.15
16. H 0.16
17. H 0.09
18. H 0.09
19. H 0.09
20. H 0.14
21. H 0.13
22. H 0.09
23. H 0.13